Entry 1:
Density functional theory data (ωB97M-V with the def2-TZVPD basis set) for a molecular structure, C27H20CoN7O4Se.

```
60
C27H20CoN7O4Se, DFT ωB97M-V with the def2-TZVPD basis set
Co -0.51 -0.34 -0.16
C -2.61 0.67 -3.74
C -3.73 1.37 -3.28
C -3.76 1.75 -1.97
C -2.71 1.42 -1.10
N -1.69 0.64 -1.52
C -1.65 0.33 -2.83
N -2.77 2.02 0.12
C -1.85 1.90 1.01
N -0.71 1.12 1.02
C -0.19 1.17 2.29
N 0.71 0.44 2.83
C 1.20 -0.71 2.26
C 2.17 -1.36 3.03
C 2.71 -2.55 2.64
C 2.25 -3.11 1.45
C 1.29 -2.44 0.74
N 0.77 -1.24 1.08
C -0.88 2.22 3.06
C -0.68 2.70 4.34
C -1.57 3.65 4.80
C -2.64 4.09 4.01
C -2.83 3.59 2.73
C -1.93 2.65 2.28
H -2.50 0.37 -4.77
H -4.54 1.62 -3.96
H -4.57 2.33 -1.56
H -0.79 -0.22 -3.17
H 2.44 -0.87 3.96
H 3.45 -3.05 3.24
H 2.59 -4.07 1.10
H 0.89 -2.91 -0.13
H 0.13 2.33 4.95
H -1.46 4.06 5.80
H -3.32 4.82 4.40
H -3.67 3.90 2.11
N 1.16 0.30 -1.17
C 1.53 -0.68 -2.17
C 2.63 -0.58 -2.98
C 2.90 -1.58 -3.94
C 2.06 -2.65 -4.08
C 0.91 -2.78 -3.26
C -0.03 -3.84 -3.35
C -1.12 -3.84 -2.54
C -1.29 -2.81 -1.59
N -0.42 -1.84 -1.47
C 0.67 -1.79 -2.30
H 1.00 1.21 -1.58
H 1.90 0.40 -0.48
H 3.29 0.27 -2.88
H 3.77 -1.49 -4.56
H 2.26 -3.41 -4.82
H 0.13 -4.62 -4.08
H -1.86 -4.62 -2.58
H -2.15 -2.80 -0.92
O -2.72 -1.71 2.97
Se -2.41 -2.35 1.53
O -1.08 -3.29 1.46
O -2.07 -0.99 0.49
O -3.65 -3.01 0.73
```

Values from the calculation:
**Total energy**: -5509.346845 Eh
**Kohn-Sham gap**: 7.1460 eV
**HOMO**: -8.2 eV



Entry 2:
Density functional theory data (ωB97M-V with the def2-TZVPD basis set) for C4H8O in the gas phase in a non-equilibrium geometry.

```
13
C4H8O, DFT ωB97M-V with the def2-TZVPD basis set
C -1.94 -0.38 0.05
C -1.03 0.45 -0.49
C 0.07 0.99 0.32
O 1.36 0.70 -0.27
C 1.72 -0.64 -0.10
H -2.78 -0.75 -0.57
H -1.83 -0.80 1.06
H -1.12 0.80 -1.51
H -0.03 2.06 0.33
H 0.06 0.59 1.35
H 1.05 -1.32 -0.64
H 2.75 -0.75 -0.48
H 1.71 -0.96 0.94
```

Values from the calculation:
**Total energy**: -232.393599 Eh
**Kohn-Sham gap**: 11.0585 eV
**SMILES string**: C=CCOC
**HOMO**: -9.9 eV



Entry 3:
Density functional theory data (ωB97M-V with the def2-TZVPD basis set) for 2 unconnected molecules or ions with the total composition CH3NS3 in a non-equilibrium geometry.

```
8
CH3NS3, DFT ωB97M-V with the def2-TZVPD basis set
C -0.35 -0.37 0.07
N 0.85 -0.75 0.15
S -0.65 2.09 0.24
S -1.70 -1.31 -0.34
S 2.29 0.21 0.02
H 1.29 -1.65 0.05
H -2.34 -0.13 -0.61
H 0.61 1.91 0.42
```

Values from the calculation:
**Total energy**: -1289.067101 Eh
**Kohn-Sham gap (spin up / spin down)**: 5.9064 / 5.9072 eV
**HOMO (spin up / spin down)**: -8.0 / -8.0 eV



Entry 4:
Density functional theory data (ωB97M-V with the def2-TZVPD basis set) for a molecular structure, C4H10N4 in a non-equilibrium geometry.

```
18
C4H10N4, DFT ωB97M-V with the def2-TZVPD basis set
C -2.15 0.76 0.23
C -1.96 -0.62 -0.34
C 0.12 -1.50 0.39
C 2.57 -0.62 -0.17
H -3.33 0.97 0.21
H -1.76 1.76 -0.05
H -1.73 0.45 1.42
H -2.47 -0.75 -1.41
H -2.55 -1.29 0.35
H 0.08 -2.50 1.00
H 3.57 -1.10 -0.54
H 3.16 1.44 0.05
H 0.34 0.85 -0.65
H 1.51 2.55 -0.24
N -0.59 -0.80 -0.43
N 1.66 -1.61 0.05
N 2.47 0.69 0.06
N 1.07 1.31 0.04
```

Values from the calculation:
**Total energy**: -377.187095 Eh
**Kohn-Sham gap**: 8.7516 eV
**HOMO**: -8.1 eV



Entry 5:
Density functional theory data (ωB97M-V with the def2-TZVPD basis set) for a molecular structure, C17H16Cl2Rh in a non-equilibrium geometry.

```
36
C17H16Cl2Rh, DFT ωB97M-V with the def2-TZVPD basis set
C 2.60 0.61 -1.72
C 1.58 -0.39 -1.69
C 1.62 -1.05 -0.44
H 0.89 -0.65 -2.48
C 2.56 -0.37 0.40
C 3.22 0.66 -0.40
H 3.92 1.40 -0.03
H 2.87 1.24 -2.56
H 1.00 -1.89 -0.16
H 2.82 -0.60 1.41
Rh 1.37 1.08 -0.15
Cl -0.65 1.91 -1.12
C -2.82 -0.83 0.76
C -2.04 -1.63 1.66
C -1.61 -2.79 0.95
H -1.72 -1.35 2.67
C -2.01 -2.65 -0.42
C -2.88 -1.52 -0.49
H -3.44 -1.16 -1.36
H -3.22 0.15 0.99
H -1.05 -3.62 1.39
H -1.74 -3.29 -1.25
Cl -1.48 1.37 3.96
C -1.46 2.75 2.91
C -2.51 3.66 3.00
C -2.57 4.74 2.12
C -1.54 4.91 1.19
C -0.49 4.01 1.13
C -0.40 2.89 1.97
C 0.72 1.92 1.85
H -3.31 3.49 3.72
H -3.40 5.45 2.16
H -1.61 5.72 0.44
H 0.28 4.12 0.37
H 1.58 2.20 2.45
H 0.41 0.89 2.17
```

Values from the calculation:
**Net charge**: -1
**Total energy**: -1688.139150 Eh
**Kohn-Sham gap (spin up / spin down)**: 4.6141 / 5.1184 eV
**HOMO (spin up / spin down)**: -1.4 / -4.1 eV
**Spin multiplicity**: 5



Entry 6:
Density functional theory data (ωB97M-V with the def2-TZVPD basis set) for a molecular structure, C3H8INO5PS2 in a non-equilibrium geometry.

```
21
C3H8INO5PS2, DFT ωB97M-V with the def2-TZVPD basis set
O 2.92 -1.96 1.70
P 1.76 -1.93 0.72
S 2.03 -0.29 -0.67
O 1.04 -0.40 -1.78
O 3.40 -0.52 -1.19
N 2.03 1.12 0.21
S 0.66 2.06 -0.07
O 0.82 3.27 0.79
O 0.46 2.49 -1.48
C -0.86 1.25 0.53
C -1.64 0.50 -0.58
C -2.05 -0.93 -0.15
I -3.22 -0.95 1.67
H 1.77 -3.12 -0.07
H 0.51 -1.84 1.39
H -0.65 0.65 1.42
H -1.49 2.07 0.88
H -2.57 1.04 -0.78
H -1.10 0.44 -1.53
H -2.65 -1.36 -0.96
H -1.18 -1.59 -0.04
```

Values from the calculation:
**Net charge**: -1
**Total energy**: -1985.512013 Eh
**Kohn-Sham gap**: 8.4805 eV
**HOMO**: -6.3 eV